A structure of composition C12H33BF4O5V in a non-equilibrium geometry, computed with the ωB97M-V functional and the def2-TZVPD basis.

Last column: Löwdin charge in e.
Atoms and positions in Å:
V1 -29.07425 1.57264 -6.93169  0.92
O1 -30.83253 0.92827 -7.87282  -0.39
H1 -31.13197 0.31290 -7.21243  -0.12
B1 -28.08629 3.15246 -9.33435  -1.24
F1 -28.26798 3.52745 -7.96774  0.06
F2 -27.96972 1.74518 -9.33699  0.10
F3 -29.20191 3.56625 -10.04930  0.14
F4 -26.92195 3.74404 -9.83575  0.12
C1 -25.26929 1.52909 -4.74292  -0.03
C2 -26.51507 2.43331 -4.81618  -0.42
C3 -26.19281 3.90468 -4.77276  -0.04
O2 -27.13378 2.17961 -6.11883  -0.15
H2 -24.52492 1.97433 -5.40438  0.09
H3 -25.48848 0.49323 -4.97288  0.07
H4 -24.87626 1.60264 -3.72285  0.09
H5 -27.27132 2.18756 -4.06839  0.14
H6 -25.70679 4.16575 -3.82639  0.09
H7 -27.13907 4.45005 -4.81303  0.08
H8 -25.57569 4.30296 -5.57908  0.10
H9 -26.49326 2.51067 -6.76453  0.11
C4 -28.02602 -2.73055 -7.74420  -0.02
C5 -27.43610 -1.40145 -7.19575  -0.44
C6 -25.93627 -1.26414 -7.49772  -0.04
O3 -28.17170 -0.30175 -7.78914  -0.13
H10 -29.00807 -2.94278 -7.34142  0.07
H11 -27.30539 -3.46828 -7.37790  0.08
H12 -27.91888 -2.69369 -8.82633  0.09
H13 -27.52590 -1.27389 -6.11470  0.12
H14 -25.73167 -0.20229 -7.35532  0.07
H15 -25.72315 -1.51772 -8.53847  0.09
H16 -25.29208 -1.84202 -6.83846  0.08
H17 -28.08281 -0.54358 -8.72124  0.11
C7 -30.13579 -1.99229 -4.18300  -0.02
C8 -30.46577 -0.77225 -5.06921  -0.45
C9 -31.80226 -0.08898 -4.69171  -0.04
O4 -29.40925 0.19801 -5.00520  -0.09
H18 -29.75234 -2.74213 -4.87387  0.07
H19 -31.03975 -2.43178 -3.75843  0.08
H20 -29.49621 -1.70037 -3.35371  0.08
H21 -30.68983 -1.14051 -6.06605  0.12
H22 -32.62342 -0.69134 -5.08327  0.09
H23 -31.80773 0.90121 -5.14316  0.06
H24 -31.95943 -0.08720 -3.60912  0.08
H25 -29.38706 0.48936 -4.08798  0.11
C10 -32.15271 4.14344 -5.65712  -0.03
C11 -30.80972 4.12989 -6.39025  -0.42
C12 -30.12681 5.49769 -6.34974  -0.04
O5 -29.96434 3.13011 -5.75356  -0.15
H26 -32.00135 4.00569 -4.57697  0.08
H27 -32.77481 3.28020 -5.88949  0.08
H28 -32.58965 5.13185 -5.78703  0.08
H29 -30.88045 3.82569 -7.43273  0.14
H30 -30.73547 6.19701 -6.92276  0.09
H31 -29.12157 5.42816 -6.75664  0.07
H32 -30.07111 5.88205 -5.32566  0.08
H33 -29.93891 3.32261 -4.81239  0.11

Output
* F_max: 2.37 eV/Å
* multiplicity: 4
* expectation value of S²: 3.75
* E: -2221.77944 a.u.

---

A cluster of 4 separate species, C12H33BNO8 in total, computed with the ωB97M-V functional and the def2-TZVPD basis.

Last column: Löwdin charge in e.
Atoms and positions in Å:
B1 -2.33027 3.78411 -0.17006  -0.47
O1 -0.97845 3.16607 0.27227  -0.24
N1 -0.12924 4.04900 0.80157  -0.15
O2 0.21796 3.78438 1.91896  -0.06
H1 -2.17188 4.91578 -0.61605  -0.02
H2 -3.10292 3.80792 0.78698  -0.02
H3 -2.77971 3.04227 -1.03839  -0.02
C1 -0.68151 -1.09444 -2.61426  -0.12
O3 -0.15820 0.12111 -2.14006  -0.18
C2 0.24940 0.06810 -0.77740  -0.18
C3 1.74712 -0.01186 -0.65718  -0.20
O4 2.28311 -1.23268 -1.16525  -0.20
C4 2.86176 -1.09308 -2.44474  -0.12
H4 -0.78863 -1.01750 -3.69637  0.09
H5 -0.02638 -1.94225 -2.38626  0.08
H6 -1.67183 -1.28820 -2.18278  0.07
H7 -0.22635 -0.77723 -0.26857  0.13
H8 -0.09240 0.99141 -0.29848  0.11
H9 2.00930 0.03731 0.40406  0.11
H10 2.20886 0.84386 -1.15838  0.13
H11 3.80494 -0.53575 -2.38979  0.09
H12 2.18631 -0.58442 -3.13774  0.08
H13 3.06796 -2.09479 -2.82218  0.08
C5 -4.38134 -1.21254 -0.17739  -0.10
O5 -5.75774 -1.30865 -0.51345  -0.19
C6 -6.00014 -1.99862 -1.72218  -0.21
C7 -6.47806 -3.41143 -1.47671  -0.21
O6 -5.47516 -4.21993 -0.88293  -0.19
C8 -5.63847 -4.39154 0.51038  -0.12
H14 -4.31830 -0.83041 0.83887  0.09
H15 -3.88903 -2.18811 -0.22450  0.08
H16 -3.87034 -0.51140 -0.84368  0.09
H17 -5.10296 -2.00948 -2.34953  0.13
H18 -6.78276 -1.45372 -2.26147  0.12
H19 -6.74137 -3.87123 -2.43521  0.12
H20 -7.37645 -3.39394 -0.85052  0.12
H21 -6.48920 -5.04932 0.72589  0.09
H22 -5.78460 -3.43562 1.01880  0.08
H23 -4.73053 -4.85795 0.88930  0.09
C9 6.76447 2.35150 3.26994  -0.12
O7 5.39995 2.21699 3.60202  -0.19
C10 4.52685 2.86604 2.68337  -0.19
C11 3.89451 1.89262 1.72072  -0.21
O8 4.85532 1.30656 0.84987  -0.20
C12 5.21049 -0.01425 1.20587  -0.11
H24 7.32630 1.67842 3.91681  0.08
H25 6.95462 2.08332 2.22706  0.08
H26 7.11159 3.37713 3.44456  0.09
H27 5.06565 3.64112 2.12947  0.13
H28 3.73697 3.35002 3.26342  0.13
H29 3.17514 2.43002 1.09688  0.13
H30 3.35161 1.11758 2.27008  0.13
H31 4.39276 -0.71081 0.98741  0.08
H32 5.47687 -0.08905 2.26412  0.08
H33 6.07442 -0.29245 0.60284  0.09

Output
* F_max: 0.87 eV/Å
* multiplicity: 1
* total charge: -1
* E: -1158.36384 a.u.

---

A structure of composition C12H33ClI2O3P3Pd in a non-equilibrium geometry, computed with the ωB97M-V functional and the def2-TZVPD basis.

Last column: Löwdin charge in e.
Atoms and positions in Å:
I1 2.66847 -1.06762 0.25707  1.00
I2 -1.65943 1.84826 1.55145  0.92
Pd1 0.17056 0.37176 -0.26019  0.05
P1 0.09465 1.10866 -2.34903  0.71
C1 1.09920 2.58516 -2.36518  -0.19
C2 0.77502 -0.12142 -3.45290  -0.21
H1 0.80030 0.31894 -4.45514  0.09
H2 -1.58131 2.01644 -3.75928  0.09
H3 0.11468 -0.99578 -3.40905  0.03
H4 -2.19157 0.61112 -2.77886  0.05
H5 2.16220 2.33865 -2.31296  0.06
H6 1.77729 -0.40050 -3.10347  0.06
C3 -1.60288 1.54116 -2.77001  -0.20
H7 0.82406 3.00260 -3.33900  0.09
H8 -1.99594 2.22228 -1.99900  0.06
H9 0.82642 3.24011 -1.54013  0.06
P2 -0.54458 -1.35853 1.62613  0.64
C4 0.10804 -1.05306 3.29468  -0.24
C5 -2.33152 -1.51854 1.98171  -0.27
H10 -0.52544 -3.44956 0.44423  0.03
H11 -0.37535 -3.71627 2.22067  0.09
H12 1.02798 -3.12660 1.25239  -0.02
C6 -0.05922 -3.10050 1.36905  -0.27
H13 -2.82399 -1.83074 1.05034  0.04
H14 -2.49032 -2.25336 2.78246  0.09
H15 -0.28406 -1.76512 4.03389  0.10
H16 -0.17807 -0.03585 3.56617  0.02
H17 -2.70578 -0.52603 2.27570  -0.03
H18 1.19581 -1.12480 3.23566  0.03
Cl1 -1.21787 -1.45917 -1.11418  0.20
C7 5.20444 2.74791 -0.56832  -0.03
C8 4.35868 1.69254 0.12959  -0.31
O1 3.01349 2.20105 0.13595  -0.31
P3 1.81916 1.68366 1.04935  0.52
O2 1.28971 3.11406 1.51077  -0.30
C9 0.60395 3.57570 2.67331  -0.37
C10 1.04631 4.98423 2.93791  -0.02
O3 2.43286 1.00139 2.40250  -0.40
C11 3.22665 1.67371 3.43776  -0.23
C12 4.21516 0.69215 3.98943  -0.04
H19 4.80474 3.02311 -1.55624  0.09
H20 6.24825 2.39776 -0.68956  0.11
H21 5.21691 3.65698 0.04589  0.10
H22 4.37439 0.69838 -0.39381  0.02
H23 4.68807 1.48443 1.15966  0.10
H24 -0.48575 3.57015 2.46034  -0.04
H25 0.76086 2.94014 3.56389  0.12
H26 2.13425 4.97977 3.06286  0.10
H27 0.78951 5.67732 2.12970  0.11
H28 0.57465 5.34963 3.84724  0.11
H29 2.55149 1.99671 4.23225  0.13
H30 3.72447 2.54392 2.99641  0.13
H31 3.70912 -0.23627 4.29781  0.10
H32 4.72701 1.08917 4.87821  0.11
H33 4.99721 0.44906 3.25854  0.09

Output
* F_max: 3.47 eV/Å
* multiplicity: 5
* expectation value of S²: 6.03
* total charge: +3
* E: -2909.21194 a.u.

---

What did the second record say?
A cluster of 4 separate species, C12H33BNO8 in total, computed with the ωB97M-V functional and the def2-TZVPD basis.

Last column: Löwdin charge in e.
Atoms and positions in Å:
B1 -2.33027 3.78411 -0.17006  -0.47
O1 -0.97845 3.16607 0.27227  -0.24
N1 -0.12924 4.04900 0.80157  -0.15
O2 0.21796 3.78438 1.91896  -0.06
H1 -2.17188 4.91578 -0.61605  -0.02
H2 -3.10292 3.80792 0.78698  -0.02
H3 -2.77971 3.04227 -1.03839  -0.02
C1 -0.68151 -1.09444 -2.61426  -0.12
O3 -0.15820 0.12111 -2.14006  -0.18
C2 0.24940 0.06810 -0.77740  -0.18
C3 1.74712 -0.01186 -0.65718  -0.20
O4 2.28311 -1.23268 -1.16525  -0.20
C4 2.86176 -1.09308 -2.44474  -0.12
H4 -0.78863 -1.01750 -3.69637  0.09
H5 -0.02638 -1.94225 -2.38626  0.08
H6 -1.67183 -1.28820 -2.18278  0.07
H7 -0.22635 -0.77723 -0.26857  0.13
H8 -0.09240 0.99141 -0.29848  0.11
H9 2.00930 0.03731 0.40406  0.11
H10 2.20886 0.84386 -1.15838  0.13
H11 3.80494 -0.53575 -2.38979  0.09
H12 2.18631 -0.58442 -3.13774  0.08
H13 3.06796 -2.09479 -2.82218  0.08
C5 -4.38134 -1.21254 -0.17739  -0.10
O5 -5.75774 -1.30865 -0.51345  -0.19
C6 -6.00014 -1.99862 -1.72218  -0.21
C7 -6.47806 -3.41143 -1.47671  -0.21
O6 -5.47516 -4.21993 -0.88293  -0.19
C8 -5.63847 -4.39154 0.51038  -0.12
H14 -4.31830 -0.83041 0.83887  0.09
H15 -3.88903 -2.18811 -0.22450  0.08
H16 -3.87034 -0.51140 -0.84368  0.09
H17 -5.10296 -2.00948 -2.34953  0.13
H18 -6.78276 -1.45372 -2.26147  0.12
H19 -6.74137 -3.87123 -2.43521  0.12
H20 -7.37645 -3.39394 -0.85052  0.12
H21 -6.48920 -5.04932 0.72589  0.09
H22 -5.78460 -3.43562 1.01880  0.08
H23 -4.73053 -4.85795 0.88930  0.09
C9 6.76447 2.35150 3.26994  -0.12
O7 5.39995 2.21699 3.60202  -0.19
C10 4.52685 2.86604 2.68337  -0.19
C11 3.89451 1.89262 1.72072  -0.21
O8 4.85532 1.30656 0.84987  -0.20
C12 5.21049 -0.01425 1.20587  -0.11
H24 7.32630 1.67842 3.91681  0.08
H25 6.95462 2.08332 2.22706  0.08
H26 7.11159 3.37713 3.44456  0.09
H27 5.06565 3.64112 2.12947  0.13
H28 3.73697 3.35002 3.26342  0.13
H29 3.17514 2.43002 1.09688  0.13
H30 3.35161 1.11758 2.27008  0.13
H31 4.39276 -0.71081 0.98741  0.08
H32 5.47687 -0.08905 2.26412  0.08
H33 6.07442 -0.29245 0.60284  0.09

Output
* F_max: 0.87 eV/Å
* multiplicity: 1
* total charge: -1
* E: -1158.36384 a.u.

---

Please write out number 3 again, unchanged.
A structure of composition C12H33ClI2O3P3Pd in a non-equilibrium geometry, computed with the ωB97M-V functional and the def2-TZVPD basis.

Last column: Löwdin charge in e.
Atoms and positions in Å:
I1 2.66847 -1.06762 0.25707  1.00
I2 -1.65943 1.84826 1.55145  0.92
Pd1 0.17056 0.37176 -0.26019  0.05
P1 0.09465 1.10866 -2.34903  0.71
C1 1.09920 2.58516 -2.36518  -0.19
C2 0.77502 -0.12142 -3.45290  -0.21
H1 0.80030 0.31894 -4.45514  0.09
H2 -1.58131 2.01644 -3.75928  0.09
H3 0.11468 -0.99578 -3.40905  0.03
H4 -2.19157 0.61112 -2.77886  0.05
H5 2.16220 2.33865 -2.31296  0.06
H6 1.77729 -0.40050 -3.10347  0.06
C3 -1.60288 1.54116 -2.77001  -0.20
H7 0.82406 3.00260 -3.33900  0.09
H8 -1.99594 2.22228 -1.99900  0.06
H9 0.82642 3.24011 -1.54013  0.06
P2 -0.54458 -1.35853 1.62613  0.64
C4 0.10804 -1.05306 3.29468  -0.24
C5 -2.33152 -1.51854 1.98171  -0.27
H10 -0.52544 -3.44956 0.44423  0.03
H11 -0.37535 -3.71627 2.22067  0.09
H12 1.02798 -3.12660 1.25239  -0.02
C6 -0.05922 -3.10050 1.36905  -0.27
H13 -2.82399 -1.83074 1.05034  0.04
H14 -2.49032 -2.25336 2.78246  0.09
H15 -0.28406 -1.76512 4.03389  0.10
H16 -0.17807 -0.03585 3.56617  0.02
H17 -2.70578 -0.52603 2.27570  -0.03
H18 1.19581 -1.12480 3.23566  0.03
Cl1 -1.21787 -1.45917 -1.11418  0.20
C7 5.20444 2.74791 -0.56832  -0.03
C8 4.35868 1.69254 0.12959  -0.31
O1 3.01349 2.20105 0.13595  -0.31
P3 1.81916 1.68366 1.04935  0.52
O2 1.28971 3.11406 1.51077  -0.30
C9 0.60395 3.57570 2.67331  -0.37
C10 1.04631 4.98423 2.93791  -0.02
O3 2.43286 1.00139 2.40250  -0.40
C11 3.22665 1.67371 3.43776  -0.23
C12 4.21516 0.69215 3.98943  -0.04
H19 4.80474 3.02311 -1.55624  0.09
H20 6.24825 2.39776 -0.68956  0.11
H21 5.21691 3.65698 0.04589  0.10
H22 4.37439 0.69838 -0.39381  0.02
H23 4.68807 1.48443 1.15966  0.10
H24 -0.48575 3.57015 2.46034  -0.04
H25 0.76086 2.94014 3.56389  0.12
H26 2.13425 4.97977 3.06286  0.10
H27 0.78951 5.67732 2.12970  0.11
H28 0.57465 5.34963 3.84724  0.11
H29 2.55149 1.99671 4.23225  0.13
H30 3.72447 2.54392 2.99641  0.13
H31 3.70912 -0.23627 4.29781  0.10
H32 4.72701 1.08917 4.87821  0.11
H33 4.99721 0.44906 3.25854  0.09

Output
* F_max: 3.47 eV/Å
* multiplicity: 5
* expectation value of S²: 6.03
* total charge: +3
* E: -2909.21194 a.u.

---

> Among the records above, which one has the highest F_max?

C12H33ClI2O3P3Pd

---

Please write out number 3 again, unchanged.
A structure of composition C12H33ClI2O3P3Pd in a non-equilibrium geometry, computed with the ωB97M-V functional and the def2-TZVPD basis.

Last column: Löwdin charge in e.
Atoms and positions in Å:
I1 2.66847 -1.06762 0.25707  1.00
I2 -1.65943 1.84826 1.55145  0.92
Pd1 0.17056 0.37176 -0.26019  0.05
P1 0.09465 1.10866 -2.34903  0.71
C1 1.09920 2.58516 -2.36518  -0.19
C2 0.77502 -0.12142 -3.45290  -0.21
H1 0.80030 0.31894 -4.45514  0.09
H2 -1.58131 2.01644 -3.75928  0.09
H3 0.11468 -0.99578 -3.40905  0.03
H4 -2.19157 0.61112 -2.77886  0.05
H5 2.16220 2.33865 -2.31296  0.06
H6 1.77729 -0.40050 -3.10347  0.06
C3 -1.60288 1.54116 -2.77001  -0.20
H7 0.82406 3.00260 -3.33900  0.09
H8 -1.99594 2.22228 -1.99900  0.06
H9 0.82642 3.24011 -1.54013  0.06
P2 -0.54458 -1.35853 1.62613  0.64
C4 0.10804 -1.05306 3.29468  -0.24
C5 -2.33152 -1.51854 1.98171  -0.27
H10 -0.52544 -3.44956 0.44423  0.03
H11 -0.37535 -3.71627 2.22067  0.09
H12 1.02798 -3.12660 1.25239  -0.02
C6 -0.05922 -3.10050 1.36905  -0.27
H13 -2.82399 -1.83074 1.05034  0.04
H14 -2.49032 -2.25336 2.78246  0.09
H15 -0.28406 -1.76512 4.03389  0.10
H16 -0.17807 -0.03585 3.56617  0.02
H17 -2.70578 -0.52603 2.27570  -0.03
H18 1.19581 -1.12480 3.23566  0.03
Cl1 -1.21787 -1.45917 -1.11418  0.20
C7 5.20444 2.74791 -0.56832  -0.03
C8 4.35868 1.69254 0.12959  -0.31
O1 3.01349 2.20105 0.13595  -0.31
P3 1.81916 1.68366 1.04935  0.52
O2 1.28971 3.11406 1.51077  -0.30
C9 0.60395 3.57570 2.67331  -0.37
C10 1.04631 4.98423 2.93791  -0.02
O3 2.43286 1.00139 2.40250  -0.40
C11 3.22665 1.67371 3.43776  -0.23
C12 4.21516 0.69215 3.98943  -0.04
H19 4.80474 3.02311 -1.55624  0.09
H20 6.24825 2.39776 -0.68956  0.11
H21 5.21691 3.65698 0.04589  0.10
H22 4.37439 0.69838 -0.39381  0.02
H23 4.68807 1.48443 1.15966  0.10
H24 -0.48575 3.57015 2.46034  -0.04
H25 0.76086 2.94014 3.56389  0.12
H26 2.13425 4.97977 3.06286  0.10
H27 0.78951 5.67732 2.12970  0.11
H28 0.57465 5.34963 3.84724  0.11
H29 2.55149 1.99671 4.23225  0.13
H30 3.72447 2.54392 2.99641  0.13
H31 3.70912 -0.23627 4.29781  0.10
H32 4.72701 1.08917 4.87821  0.11
H33 4.99721 0.44906 3.25854  0.09

Output
* F_max: 3.47 eV/Å
* multiplicity: 5
* expectation value of S²: 6.03
* total charge: +3
* E: -2909.21194 a.u.